1.
{"formula": "C6H15NOSi", "method": "ωB97M-V/def2-TZVPD", "orbital_gap_ev": [5.09, 5.08], "lumo_energy_ev": [-0.7, -0.7], "total_energy_ev": -17874.1508, "symbols": ["C", "C", "C", "C", "C", "C", "N", "O", "Si", "H", "H", "H", "H", "H", "H", "H", "H", "H", "H", "H", "H", "H", "H", "H"], "xyz": [[-1.229, 0.647, -1.606], [-1.211, -1.674, -0.450], [-1.708, 0.405, 0.817], [1.261, 1.592, 1.187], [2.316, -0.182, -1.410], [-0.898, -0.190, -0.351], [1.738, -1.477, 2.995], [0.946, -1.963, 3.745], [1.010, 0.123, -0.012], [-2.329, 0.671, -1.812], [-1.154, 1.810, -1.381], [-0.547, 0.339, -2.569], [-0.957, -1.964, -1.557], [-2.381, -1.941, -0.399], [-0.692, -2.331, 0.272], [-1.575, 1.492, 0.925], [-2.819, 0.297, 0.673], [-1.629, -0.199, 1.897], [0.626, 1.285, 2.035], [2.395, 1.604, 1.414], [0.920, 2.430, 0.701], [3.441, -0.286, -1.115], [2.162, -1.237, -1.917], [2.314, 0.748, -2.082]], "lowdin_charge": [-0.141, -0.144, -0.157, -0.226, -0.257, -0.738, -0.075, -0.173, 0.836, 0.079, 0.107, 0.123, 0.099, 0.121, 0.061, 0.061, 0.082, 0.147, 0.015, 0.066, -0.023, 0.047, 0.055, 0.035]}

=====

2.
{"formula": "C6H15NS", "method": "ωB97M-V/def2-TZVPD", "orbital_gap_ev": 9.75, "smiles": "CCN(C)CCCS", "lumo_energy_ev": 1.0, "total_energy_ev": -18790.1308, "symbols": ["C", "C", "N", "C", "C", "C", "C", "S", "H", "H", "H", "H", "H", "H", "H", "H", "H", "H", "H", "H", "H", "H", "H"], "xyz": [[1.419, 1.629, 2.079], [0.989, 1.321, 0.668], [0.737, -0.108, 0.460], [1.994, -0.806, 0.176], [-0.175, -0.297, -0.689], [-1.597, -0.542, -0.189], [-2.639, -0.540, -1.315], [-2.843, -2.145, -2.133], [2.362, 1.155, 2.355], [1.509, 2.716, 2.201], [0.675, 1.318, 2.806], [1.747, 1.671, -0.045], [0.104, 1.913, 0.422], [1.769, -1.858, 0.115], [2.462, -0.429, -0.746], [2.757, -0.651, 0.946], [0.121, -1.144, -1.301], [-0.197, 0.590, -1.332], [-1.641, -1.492, 0.343], [-1.881, 0.187, 0.573], [-3.627, -0.355, -0.883], [-2.481, 0.246, -2.050], [-1.566, -2.379, -2.459]], "lowdin_charge": [-0.095, -0.289, -0.213, -0.100, -0.232, -0.263, -0.573, 0.691, 0.065, 0.075, 0.072, 0.113, 0.113, 0.080, 0.088, 0.078, 0.101, 0.118, 0.102, 0.107, 0.063, 0.065, -0.164]}

=====

3.
{"formula": "C6H15P", "method": "ωB97M-V/def2-TZVPD", "orbital_gap_ev": [7.56, 8.24], "lumo_energy_ev": [-0.3, 0.5], "total_energy_ev": -15749.8367, "symbols": ["C", "C", "C", "C", "C", "C", "P", "H", "H", "H", "H", "H", "H", "H", "H", "H", "H", "H", "H", "H", "H", "H"], "xyz": [[-1.706, -0.500, 0.170], [-3.045, 0.187, -0.284], [-2.004, -1.525, 1.290], [2.533, -0.674, -1.475], [3.243, 1.630, -0.088], [-0.819, 0.541, 0.780], [2.737, -0.116, 0.305], [-3.340, 0.809, 0.566], [-2.748, 0.807, -1.067], [-3.872, -0.566, -0.427], [-1.104, -2.055, 1.602], [-2.589, -2.348, 1.030], [-2.506, -1.031, 2.204], [1.756, -0.105, -1.994], [3.464, -0.525, -1.908], [2.256, -1.634, -1.534], [4.280, 1.700, -0.054], [2.767, 1.931, -1.044], [2.875, 2.374, 0.515], [0.087, 1.117, 0.356], [-1.109, -0.839, -0.705], [-1.155, 0.823, 1.762]], "lowdin_charge": [-0.491, -0.076, -0.100, -0.381, -0.399, -0.003, 0.804, 0.070, 0.044, 0.094, 0.070, 0.037, 0.112, 0.036, -0.001, -0.039, -0.005, 0.040, -0.019, 0.043, 0.123, 0.040]}

=====

4.
{"formula": "C6H15P", "method": "ωB97M-V/def2-TZVPD", "spin_multiplicity": 3, "orbital_gap_ev": [7.65, 8.47], "lumo_energy_ev": [1.1, -0.3], "total_energy_ev": -15748.2370, "s2": 2.01, "symbols": ["C", "C", "C", "C", "C", "C", "P", "H", "H", "H", "H", "H", "H", "H", "H", "H", "H", "H", "H", "H", "H", "H"], "xyz": [[-1.927, 0.036, 0.292], [-2.063, 1.369, -0.296], [-2.465, -1.141, -0.575], [1.229, -1.461, 1.023], [1.091, 1.195, 1.061], [2.309, 0.002, -1.170], [0.613, -0.079, -0.140], [-1.248, 2.121, -0.110], [-1.954, 1.172, -1.374], [-3.072, 1.800, -0.434], [-3.339, -1.431, 0.029], [-1.688, -1.874, -0.566], [-2.844, -0.745, -1.464], [0.202, -1.904, 1.341], [1.659, -2.324, 0.497], [1.870, -1.060, 1.765], [0.986, 2.306, 0.827], [0.555, 0.880, 2.051], [2.169, 1.058, 1.218], [2.337, 1.036, -1.523], [3.159, -0.322, -0.413], [2.422, -0.632, -2.040]], "lowdin_charge": [-0.199, -0.233, -0.139, -0.290, -0.356, -0.285, 0.857, 0.058, 0.059, 0.075, 0.068, 0.032, 0.041, 0.052, 0.031, 0.005, 0.057, 0.079, 0.017, 0.007, 0.062, 0.001]}

=====

5.
{"formula": "C6H16", "method": "ωB97M-V/def2-TZVPD", "orbital_gap_ev": 12.10, "smiles": "CC(C)C.CC", "lumo_energy_ev": 1.1, "total_energy_ev": -6480.9802, "symbols": ["C", "C", "C", "C", "H", "H", "H", "H", "H", "H", "H", "H", "H", "H", "C", "C", "H", "H", "H", "H", "H", "H"], "xyz": [[-0.238, -1.262, -0.971], [0.909, -1.131, 0.023], [0.507, -1.539, 1.444], [2.182, -1.844, -0.412], [-0.666, -2.267, -1.006], [0.023, -0.882, -1.965], [-1.141, -0.669, -0.767], [1.087, -0.049, 0.009], [0.406, -2.612, 1.597], [1.353, -1.231, 2.072], [-0.353, -0.985, 1.808], [2.524, -1.590, -1.415], [2.969, -1.724, 0.353], [2.213, -2.935, -0.373], [-2.046, 2.125, 0.089], [-0.921, 3.102, -0.153], [-1.600, 1.180, 0.391], [-2.763, 2.314, 0.898], [-2.711, 2.039, -0.775], [0.014, 2.533, -0.098], [-0.808, 3.999, 0.449], [-0.939, 3.430, -1.196]], "lowdin_charge": [-0.101, -0.492, -0.085, -0.097, 0.079, 0.077, 0.054, 0.118, 0.078, 0.074, 0.068, 0.074, 0.077, 0.074, -0.173, -0.167, 0.033, 0.064, 0.068, 0.053, 0.061, 0.062]}

=====

6.
{"formula": "C6H16", "method": "ωB97M-V/def2-TZVPD", "orbital_gap_ev": 11.94, "smiles": "CC(C)C.CC", "lumo_energy_ev": 1.1, "total_energy_ev": -6480.5082, "symbols": ["C", "C", "C", "C", "H", "H", "H", "H", "H", "H", "H", "H", "H", "H", "C", "C", "H", "H", "H", "H", "H", "H"], "xyz": [[0.375, 1.281, 0.967], [-0.934, 0.849, 0.316], [-2.084, 1.420, 1.066], [-1.097, 1.290, -1.186], [0.361, 2.295, 1.309], [1.241, 1.298, 0.313], [0.527, 0.664, 1.782], [-0.900, -0.313, 0.331], [-2.147, 2.540, 0.907], [-3.044, 1.023, 0.705], [-1.958, 1.279, 2.180], [-1.252, 2.351, -1.341], [-0.232, 0.929, -1.733], [-2.024, 0.833, -1.389], [2.387, -2.188, -0.510], [0.876, -2.283, -0.565], [2.776, -1.775, 0.367], [2.720, -3.270, -0.578], [2.897, -1.601, -1.204], [0.491, -2.839, 0.254], [0.618, -1.276, -0.487], [0.402, -2.507, -1.503]], "lowdin_charge": [-0.095, -0.501, -0.126, -0.070, 0.069, 0.074, 0.050, 0.133, 0.098, 0.077, 0.094, 0.072, 0.069, 0.051, -0.154, -0.147, 0.040, 0.087, 0.041, 0.067, -0.002, 0.072]}

=====

Question: Which formula does entry 4 have?
Answer: C6H15P

=====

Repeat the second record exactly.
{"formula": "C6H15NS", "method": "ωB97M-V/def2-TZVPD", "orbital_gap_ev": 9.75, "smiles": "CCN(C)CCCS", "lumo_energy_ev": 1.0, "total_energy_ev": -18790.1308, "symbols": ["C", "C", "N", "C", "C", "C", "C", "S", "H", "H", "H", "H", "H", "H", "H", "H", "H", "H", "H", "H", "H", "H", "H"], "xyz": [[1.419, 1.629, 2.079], [0.989, 1.321, 0.668], [0.737, -0.108, 0.460], [1.994, -0.806, 0.176], [-0.175, -0.297, -0.689], [-1.597, -0.542, -0.189], [-2.639, -0.540, -1.315], [-2.843, -2.145, -2.133], [2.362, 1.155, 2.355], [1.509, 2.716, 2.201], [0.675, 1.318, 2.806], [1.747, 1.671, -0.045], [0.104, 1.913, 0.422], [1.769, -1.858, 0.115], [2.462, -0.429, -0.746], [2.757, -0.651, 0.946], [0.121, -1.144, -1.301], [-0.197, 0.590, -1.332], [-1.641, -1.492, 0.343], [-1.881, 0.187, 0.573], [-3.627, -0.355, -0.883], [-2.481, 0.246, -2.050], [-1.566, -2.379, -2.459]], "lowdin_charge": [-0.095, -0.289, -0.213, -0.100, -0.232, -0.263, -0.573, 0.691, 0.065, 0.075, 0.072, 0.113, 0.113, 0.080, 0.088, 0.078, 0.101, 0.118, 0.102, 0.107, 0.063, 0.065, -0.164]}